The following is a quantum chemistry calculation of a structure of composition C37H18BrCsF4N4O2P, from OMol25.

Geometry as XYZ:
```
68
Properties=species:S:1:pos:R:3:forces:R:3
Cs 1.331255 -0.252694 -1.261046 3.03 -0.16 -1.69
C -4.252402 3.251882 -0.836834 -0.01 -0.02 0.02
C -3.751232 4.145505 -1.772751 -0.03 0.05 -0.03
C -2.492381 3.951470 -2.320668 -0.03 -0.04 0.04
C -1.724356 2.850302 -1.943636 -0.03 0.07 -0.08
C -2.233672 1.960344 -1.000097 0.04 -0.02 -0.04
C -3.488539 2.162762 -0.445999 -0.06 0.01 0.04
P -0.010818 2.534451 -2.527547 -0.46 0.56 -0.09
C 0.113476 3.598611 -4.015094 0.18 -0.05 0.00
C 1.217473 4.423095 -4.226274 -0.05 0.01 0.02
C 1.364982 5.117167 -5.418564 0.05 0.03 -0.05
C 0.415833 4.995445 -6.421404 -0.03 0.00 0.00
C -0.673966 4.156421 -6.232365 -0.03 -0.01 0.00
C -0.816844 3.455638 -5.045842 0.00 -0.06 0.06
C 0.856652 3.546093 -1.254391 -0.04 -0.46 -0.34
C 0.637133 4.918297 -1.086567 0.19 0.01 0.26
C 1.279333 5.598562 -0.065578 -0.09 0.10 -0.08
C 2.139459 4.930261 0.798779 0.01 -0.05 -0.02
C 2.364686 3.566986 0.648327 0.20 -0.30 0.19
C 1.708968 2.927973 -0.376036 -0.06 0.83 0.03
H -5.236543 3.406477 -0.412423 0.01 0.00 0.00
H -4.343605 5.000439 -2.076284 0.01 0.00 0.00
H -2.113863 4.663515 -3.042184 0.01 0.00 -0.04
H -1.645206 1.109451 -0.682927 -0.01 -0.01 -0.05
H -3.867638 1.463768 0.288948 0.02 -0.01 -0.01
H 1.967504 4.529111 -3.452111 -0.01 0.01 -0.02
H 2.231278 5.750936 -5.563363 -0.02 0.01 0.00
H 0.521459 5.545381 -7.347830 0.03 -0.01 0.00
H -1.415907 4.042851 -7.012868 0.01 0.00 0.00
H -1.660193 2.787719 -4.913700 -0.03 0.03 -0.01
H -0.031148 5.443917 -1.756217 -0.05 -0.01 -0.02
H 1.101005 6.659218 0.061049 0.03 -0.01 0.02
H 2.639165 5.463569 1.597661 -0.01 0.02 0.00
H 3.030815 3.044021 1.323639 -0.03 -0.03 -0.02
Br -4.987356 -4.120790 1.329300 0.01 0.00 0.01
C -3.551967 -3.024263 1.924129 -0.08 -0.02 -0.03
C -3.343973 -2.867062 3.282800 -0.03 0.08 0.03
C -2.303271 -2.052298 3.707507 -0.04 0.00 0.02
C -1.492441 -1.410671 2.784524 0.01 0.01 -0.01
C -1.706587 -1.597343 1.425837 0.10 0.01 -0.12
C -2.743261 -2.410502 0.987381 0.04 -0.01 0.04
C -0.807619 -0.925185 0.403970 -0.87 -0.23 0.74
O -0.927297 -1.270581 -0.796311 -1.12 -0.48 0.15
O -0.016392 -0.045026 0.824449 -0.69 0.20 1.16
H -3.975078 -3.379575 3.994746 0.03 -0.02 -0.03
H -2.128605 -1.930757 4.769572 0.01 0.01 -0.01
H -0.675674 -0.771809 3.092924 -0.01 0.01 0.01
H -2.884475 -2.555722 -0.074203 -0.02 0.00 0.00
F 1.889191 -2.891914 1.034491 -0.19 0.05 -0.09
C 2.116257 -4.004666 1.743887 0.06 -0.09 0.13
C 1.046990 -4.671897 2.259444 0.19 0.01 0.00
F -0.168409 -4.200398 1.999911 -0.16 0.02 -0.05
C 1.179372 -5.839513 3.056716 -0.15 -0.12 0.07
C 2.525449 -6.236268 3.267736 0.02 0.14 -0.08
C 3.592665 -5.562614 2.756894 -0.20 0.04 0.00
F 4.812950 -6.027873 3.029018 0.15 -0.08 0.03
C 3.460961 -4.404290 1.951602 0.17 0.14 -0.13
C 4.563273 -3.707010 1.404060 -0.22 -0.18 0.18
C 4.421786 -2.649634 0.476366 -0.01 0.15 -0.24
N 4.372353 -1.807822 -0.312861 -0.09 0.06 0.03
C 5.913634 -3.999274 1.722584 0.23 -0.02 0.07
N 7.032819 -4.162173 1.951820 -0.06 -0.01 -0.03
F 2.772829 -7.310640 4.018143 0.04 -0.13 0.07
C 0.076984 -6.537119 3.595773 0.23 0.18 -0.12
C -1.262370 -6.078442 3.507884 -0.21 0.09 0.02
N -2.372402 -5.764192 3.510183 0.07 -0.10 0.00
C 0.196425 -7.762815 4.298664 0.01 -0.24 0.11
N 0.211080 -8.768805 4.863255 0.00 0.06 -0.02
```
Forces are in eV/Å.

Values from the calculation:
Net charge: -1
Gap between HOMO and LUMO (alpha / beta), eV: 5.673 / 5.603

***

The following is a quantum chemistry calculation of a structure of composition C36H44N3S2SiTc, from OMol25.

Geometry as XYZ:
```
87
Properties=species:S:1:pos:R:3:forces:R:3
Tc -1.584374 -0.790196 -0.604103 0.21 -0.67 -0.41
C -4.004213 -1.249161 2.749544 0.00 0.01 -0.04
C -3.964944 -0.703316 1.356801 0.11 0.06 0.09
C -3.153890 0.417064 1.050427 -0.01 0.00 0.00
C -3.253003 1.042235 -0.202659 0.00 0.23 0.02
C -2.946237 2.501901 -0.374424 -0.01 -0.04 -0.01
C -3.836823 0.306825 -1.248997 0.18 -0.12 -0.14
C -4.640093 -0.822925 -0.970400 -0.02 -0.06 -0.04
C -5.443422 -1.469168 -2.055871 0.03 0.01 0.03
C -4.752991 -1.248530 0.352279 0.00 -0.12 -0.10
H -4.876341 -0.844523 3.270357 0.00 0.01 -0.01
H -3.121350 -0.967431 3.321791 0.00 0.00 -0.01
H -4.107248 -2.334144 2.751644 -0.01 0.01 0.00
H -2.642949 0.926673 1.860008 0.00 0.01 0.00
H -3.876849 3.037538 -0.169290 -0.01 0.00 0.00
H -2.648573 2.757703 -1.390552 0.01 -0.01 0.00
H -2.199944 2.859465 0.331670 0.00 0.00 0.01
H -3.864948 0.741412 -2.242820 -0.02 -0.03 -0.01
H -6.464240 -1.078824 -2.016419 0.00 0.02 0.00
H -5.515077 -2.548068 -1.919214 -0.02 0.02 0.02
H -5.047896 -1.249957 -3.046240 0.01 0.00 0.01
H -5.429629 -2.061440 0.591392 0.00 0.02 0.00
S 0.016183 -1.233060 1.034871 -0.14 -0.15 -0.02
C 1.270716 -0.087274 0.851858 -0.12 0.16 -0.33
N 2.275560 -0.014298 1.663468 0.23 0.12 0.26
C 3.269581 1.072363 1.516340 -0.08 -0.09 0.04
C 3.500101 1.346188 0.062810 -0.08 0.02 -0.12
N 2.204563 1.595375 -0.610241 0.38 0.09 -0.17
C 2.240977 2.626434 -1.693066 0.00 0.05 0.07
C 2.654610 3.956146 -1.122500 -0.06 -0.04 -0.03
C 1.795662 4.627873 -0.256140 0.00 0.03 0.04
C 2.169720 5.849165 0.279476 -0.03 -0.01 -0.01
C 3.398957 6.404978 -0.057074 0.00 0.02 0.02
C 4.252491 5.740988 -0.924468 0.02 -0.02 -0.02
C 3.882748 4.512046 -1.456569 0.03 0.04 0.00
C 1.164763 0.908387 -0.278514 -0.13 -0.22 0.34
S -0.378818 1.138321 -1.010114 0.00 -0.30 0.03
C 2.443284 -0.859814 2.883307 0.02 0.07 0.00
C 2.532597 0.016765 4.104677 0.00 -0.05 -0.07
C 3.707539 0.071787 4.840964 0.03 0.02 0.07
C 3.780959 0.882840 5.967541 0.04 -0.03 -0.03
C 2.686219 1.642333 6.346569 -0.01 0.03 0.02
C 1.508866 1.590971 5.608518 -0.03 -0.02 -0.05
C 1.430843 0.776112 4.491023 -0.04 0.02 0.03
H 4.191378 0.755842 1.999493 -0.01 -0.04 0.00
H 2.899311 1.950400 2.048834 0.00 0.02 0.00
H 3.986803 0.513702 -0.450333 0.01 -0.02 0.01
H 4.110096 2.239081 -0.053340 -0.02 0.03 -0.03
H 1.258947 2.673795 -2.154605 -0.02 -0.06 0.01
H 2.961193 2.270513 -2.431694 0.02 -0.03 0.02
H 0.823869 4.206992 -0.012613 0.01 0.00 -0.01
H 1.500079 6.378074 0.944217 0.01 0.00 0.00
H 3.685675 7.364682 0.351295 0.00 -0.01 0.00
H 5.202857 6.180811 -1.194794 -0.01 0.00 0.00
H 4.546486 4.001083 -2.145630 -0.01 0.00 0.00
H 3.363369 -1.426949 2.736673 0.01 -0.01 -0.01
H 1.614371 -1.558909 2.936986 -0.06 0.00 -0.04
H 4.561900 -0.531037 4.553111 -0.01 0.01 0.01
H 4.691965 0.914971 6.549568 0.00 0.00 -0.01
H 2.743882 2.270470 7.225243 0.00 0.00 0.00
H 0.651920 2.174342 5.917635 0.00 0.00 0.00
H 0.502010 0.716150 3.929579 0.02 0.00 0.01
C -2.878465 -4.272130 -2.678708 -0.08 -0.09 -0.15
Si -1.676213 -3.788661 -1.372215 0.11 0.11 0.11
C -0.292123 -4.944938 -0.949134 0.15 0.00 -0.02
C -2.591779 -3.443007 0.221143 0.00 0.13 0.14
N -0.952223 -2.130354 -1.880682 -0.58 1.01 0.89
C -0.154700 -2.107112 -3.001210 0.26 -0.03 -0.79
C 0.125985 -3.311760 -3.714516 -0.14 0.28 0.31
C 0.929963 -3.315616 -4.826629 0.14 0.15 -0.16
C 1.470310 -2.122438 -5.305016 -0.07 0.03 0.10
C 1.169057 -0.917532 -4.663969 0.13 -0.16 -0.22
C 0.375627 -0.904966 -3.545381 -0.28 -0.29 0.28
H -3.394929 -5.186778 -2.372166 0.00 0.03 0.01
H -2.428883 -4.463057 -3.652093 -0.05 -0.02 0.01
H -3.630775 -3.491482 -2.805470 0.01 -0.02 -0.02
H -0.603611 -5.970299 -1.171176 -0.01 0.02 0.02
H -0.088341 -4.892017 0.121306 0.03 -0.02 0.00
H 0.640653 -4.763773 -1.478460 0.02 -0.02 0.02
H -2.350312 -4.284727 0.877452 0.00 -0.03 -0.04
H -3.667585 -3.419408 0.082929 -0.04 -0.02 0.00
H -2.308772 -2.573132 0.829194 -0.08 -0.07 0.02
H -0.286738 -4.254871 -3.396025 0.05 -0.01 0.03
H 1.130552 -4.247254 -5.337728 0.01 0.01 0.00
H 2.097991 -2.127787 -6.186389 -0.02 0.01 0.01
H 1.537038 0.013622 -5.073409 0.01 -0.01 0.01
H 0.099078 0.037704 -3.108933 0.01 0.04 0.02
```
Forces are in eV/Å.

Values from the calculation:
2S+1: 2
Net charge: +3
Gap between HOMO and LUMO (alpha / beta), eV: 5.556 / 5.886

***

The following is a quantum chemistry calculation of a structure of composition C49H36N5O5Pd, from OMol25.

Geometry as XYZ:
```
96
Properties=species:S:1:pos:R:3:forces:R:3
Pd 0.075520 -0.303836 -0.961839 -0.63 0.05 -0.04
C -6.346205 4.715707 3.964698 0.01 -0.02 0.01
O -5.133024 4.249680 4.536768 0.02 0.01 -0.03
C -4.283169 3.563728 3.741713 -0.04 0.01 0.03
C -3.081140 3.170279 4.333487 0.01 0.00 -0.01
C -2.152651 2.455545 3.608901 0.03 0.01 -0.01
C -2.395165 2.119702 2.274464 0.06 0.00 0.04
C -3.579244 2.539794 1.685845 -0.05 0.01 0.02
C -4.530606 3.248904 2.410012 0.02 -0.02 -0.03
C -1.414207 1.375725 1.445950 0.04 -0.04 -0.01
C -0.739387 2.112726 0.446042 0.07 0.13 0.16
C -0.644616 3.537203 0.363188 -0.08 -0.11 0.02
C 0.515070 3.805473 -0.305909 0.09 -0.06 0.02
C 1.118553 2.546708 -0.632973 -0.03 0.10 0.02
N 0.298381 1.555210 -0.213022 0.11 -0.08 -0.26
C 2.484545 2.377543 -1.016054 0.12 0.00 -0.11
C 3.149367 1.153855 -1.050472 0.18 0.06 -0.11
C 4.521916 0.905521 -1.467283 -0.16 0.01 0.06
C 4.699936 -0.439820 -1.439293 -0.13 -0.08 -0.12
C 3.420254 -0.970549 -1.024604 0.25 -0.05 0.27
C 3.003490 -2.307541 -0.882973 -0.12 0.04 -0.40
C 0.672294 -2.548731 -1.862325 0.20 -0.15 -0.08
C 1.182687 -2.476371 -3.158134 0.01 0.00 0.01
C 0.347654 -2.237288 -4.224812 -0.02 -0.02 0.00
C -1.028419 -2.063615 -4.025879 0.01 0.07 -0.08
O -1.903460 -1.779245 -5.004139 0.02 -0.08 0.00
C -1.406422 -1.667299 -6.334431 0.00 0.04 0.02
C -1.546107 -2.189836 -2.750577 -0.02 -0.03 0.04
C -0.712284 -2.427397 -1.655735 0.09 -0.11 -0.08
C 2.940524 -3.595665 -1.101108 -0.02 -0.05 0.49
N 1.613047 -2.872234 -0.767759 0.06 0.27 0.17
C 1.077458 -3.663952 0.363911 0.10 -0.17 0.05
C -0.042420 -3.368024 1.098656 0.08 -0.07 0.03
C -0.985257 -4.459788 1.481319 0.01 0.08 0.06
C -2.104655 -4.211009 2.286165 -0.19 -0.11 0.08
C -3.026264 -5.190885 2.616737 0.04 0.02 -0.02
C -2.878550 -6.479256 2.115897 -0.03 -0.04 -0.01
O -3.698405 -7.506786 2.381432 0.02 0.01 0.02
C -4.767779 -7.292198 3.296945 0.01 0.00 -0.04
C -1.838039 -6.733168 1.218741 0.00 0.01 0.00
C -0.937627 -5.747929 0.900553 0.10 0.13 -0.02
C -0.378841 -2.017677 1.589338 -0.33 0.06 -0.15
C -0.820015 -1.830675 2.937200 0.33 0.19 0.10
C -1.306986 -0.563984 3.027315 0.03 0.05 -0.03
C -1.087943 0.055134 1.763582 -0.18 0.00 0.00
N -0.483937 -0.869610 0.911933 0.27 0.04 0.08
C 1.886960 -4.853454 0.434837 -0.33 -0.01 -0.04
C 2.955789 -4.834457 -0.389065 0.06 -0.13 -0.36
N 2.532662 -0.028198 -0.786950 0.08 0.05 0.27
C 3.276812 3.598941 -1.274134 -0.16 0.04 0.04
C 4.346971 3.913777 -0.446340 0.09 0.01 -0.07
C 5.053057 5.099333 -0.606895 -0.02 -0.03 0.01
C 4.692411 5.978103 -1.623793 0.07 0.02 -0.05
O 5.302710 7.158252 -1.863689 -0.03 -0.01 0.04
C 6.313033 7.579980 -0.959203 0.01 -0.02 -0.04
C 3.642410 5.650857 -2.485988 0.01 -0.03 0.00
C 2.934237 4.485206 -2.300445 -0.05 -0.02 -0.05
H -6.855777 5.265099 4.749792 0.00 -0.01 0.00
H -6.972186 3.882038 3.638928 -0.01 0.00 -0.01
H -6.152756 5.382828 3.121981 0.00 0.01 0.00
H -2.894733 3.451366 5.361131 0.00 -0.01 0.00
H -1.210682 2.186288 4.070253 0.00 -0.02 0.00
H -3.772267 2.304517 0.646053 -0.01 0.00 0.00
H -5.448591 3.546843 1.926314 0.00 0.00 -0.01
H -1.323263 4.238009 0.820172 0.02 0.01 0.02
H 0.953347 4.771991 -0.488131 0.02 0.00 0.02
H 5.234012 1.655227 -1.768361 0.01 -0.01 -0.02
H 5.574071 -1.006079 -1.715919 0.02 0.01 0.04
H 2.242078 -2.593862 -3.335619 0.00 0.04 0.00
H 0.780166 -2.158556 -5.210952 0.00 0.00 0.00
H -2.272673 -1.474601 -6.958492 0.00 0.00 0.00
H -0.928239 -2.595493 -6.653278 -0.01 0.00 -0.01
H -0.704177 -0.835455 -6.416756 0.01 -0.01 0.00
H -2.614679 -2.111376 -2.605958 0.00 0.02 0.00
H -1.174695 -2.700710 -0.721294 -0.02 0.10 0.02
H -2.296909 -3.217944 2.659473 -0.15 -0.27 -0.10
H -3.864496 -4.928687 3.244736 0.00 0.01 0.01
H -5.261743 -8.252012 3.404881 0.00 0.00 0.01
H -5.475605 -6.560021 2.904296 0.00 0.00 0.00
H -4.388591 -6.962490 4.265680 -0.01 0.00 0.01
H -1.777734 -7.709393 0.757282 0.00 0.00 0.00
H -0.220829 -5.983326 0.133482 0.20 0.02 -0.06
H -0.750859 -2.568593 3.719029 0.05 0.10 0.00
H -1.733214 -0.091674 3.894881 -0.04 0.00 -0.01
H 1.751259 -5.597077 1.202746 -0.10 -0.05 0.02
H 3.753716 -5.556431 -0.431373 0.04 0.04 0.01
H 4.628678 3.230845 0.345702 -0.03 0.03 0.03
H 5.871792 5.322806 0.060342 0.00 0.00 0.01
H 6.596651 8.579773 -1.272149 0.00 0.00 -0.01
H 7.184731 6.923814 -1.009459 0.00 -0.01 0.01
H 5.933992 7.611904 0.064388 0.00 0.02 0.00
H 3.406570 6.327623 -3.295857 -0.02 0.02 0.02
H 2.123584 4.235347 -2.974422 -0.01 0.00 0.02
O 1.850528 1.249377 -4.401446 0.01 0.00 -0.02
C 1.101009 0.853488 -3.571520 0.07 0.03 0.09
N 0.303591 0.462186 -2.780361 -0.10 -0.07 -0.07
```
Forces are in eV/Å.

Values from the calculation:
Net charge: +1
Gap between HOMO and LUMO, eV: 5.657

***

The following strongest force on any atom values (in eV/Å) correspond, in order, to the records above: 3.47; 1.47; 0.64.
The following energy relative to the best compared isomer or geometry (same formula, charge and spin) values (in kcal per mole) correspond, in order, to the records above: 3.1; 4.3; 29.0.